Computed, not measured: a structure of composition C29H25N4O7RuSe2Te2, with ωB97M-V with the def2-TZVPD basis set.

Results
**Maximum force**: 0.0300 hartree/bohr
**HOMO energy (alpha / beta)**: -0.0439 / -0.0446 Eh
**DFT total energy**: -7299.716119 Ha
**Net charge**: -2
**Expectation value of S²**: 0.906
**Multiplicity**: 2
**LUMO level (alpha / beta)**: 3.910 / 3.910 eV
**HOMO-LUMO gap (alpha / beta)**: 5.1 / 5.1 eV

Each line ends with the Löwdin charge.
CARTESIAN COORDINATES (ANGSTROEM)
Te (-5.4548, -0.3040, -3.7345)  0.126
Te (-3.4355, -0.6241, -5.8976)  0.067
Ru (-1.7962, -0.8776, -1.5893)  0.829
Se (-4.0013, -1.4644, -2.1840)  -0.041
Se (-1.9008, -1.6195, -4.2906)  -0.097
O (2.6138, -0.2732, -0.0321)  -0.095
O (-3.0632, -1.5109, 0.5079)  -0.167
O (1.8698, 0.6739, 4.0000)  -0.104
O (-3.8745, -3.3693, 1.4882)  -0.021
O (1.5665, -3.4803, -2.6580)  -0.007
O (-1.1211, 4.3932, -0.3488)  -0.131
O (0.3206, -1.6223, -2.4333)  -0.215
N (-1.5470, -2.9925, -1.1228)  0.015
N (-0.7757, 1.9401, 0.1333)  0.147
N (0.5031, 1.0105, 1.7943)  0.163
N (-0.3131, -0.3402, 0.0616)  0.086
C (2.9244, -0.2303, 4.3007)  -0.065
C (-2.4444, -3.6255, -0.3646)  -0.234
C (2.6859, -2.3020, 1.1184)  -0.026
C (-1.3996, 5.7623, -0.4850)  -0.110
C (-2.5340, -5.0072, -0.3615)  -0.007
C (-1.6384, 3.5471, -1.3266)  -0.228
C (-0.0512, -2.3481, 1.4264)  -0.014
C (-2.2704, 4.0020, -2.4627)  -0.063
C (2.0999, -3.3209, 1.8527)  -0.104
C (0.7223, -3.3373, 2.0172)  -0.080
C (0.5159, -1.3426, 0.6523)  -0.203
C (-0.6343, -5.0691, -1.8144)  -0.004
C (-3.2359, -2.7551, 0.6212)  -0.727
C (1.8279, 3.0247, 1.2324)  -0.010
C (3.5616, 3.7037, 2.7706)  -0.114
C (-1.9173, 1.1727, -1.9542)  -0.191
C (3.2443, 2.6237, 3.5886)  -0.032
C (-2.6997, 3.0375, -3.3704)  -0.102
C (-2.5153, 1.6965, -3.1137)  -0.227
C (-0.2115, 0.8283, 0.6049)  -0.351
C (0.5331, -2.8659, -2.3640)  -0.672
C (-1.4619, 2.1728, -1.0865)  -0.173
C (2.8523, 3.8897, 1.5964)  -0.099
C (-1.6410, -5.7350, -1.1332)  -0.058
C (-0.6130, -3.6855, -1.7764)  -0.195
C (1.4843, 1.9530, 2.0559)  -0.151
C (1.9156, -1.3067, 0.5256)  -0.239
C (2.2256, 1.7628, 3.2356)  -0.232
C (2.3437, 0.1255, -1.3854)  -0.043
H (4.3607, 4.3789, 3.0487)  0.089
H (2.4694, -1.0771, 4.8089)  0.091
H (3.0993, 4.7121, 0.9365)  0.097
H (-1.1189, -2.3076, 1.5771)  0.101
H (-2.4226, 5.0558, -2.6495)  0.086
H (1.4457, 0.7393, -1.4593)  0.077
H (2.7190, -4.0936, 2.2936)  0.090
H (-2.8567, 1.0141, -3.8661)  -0.120
H (3.6717, 0.2244, 4.9562)  0.075
H (3.7917, 2.4506, 4.5067)  0.106
H (0.5782, 0.1783, 2.3592)  0.137
H (-2.4775, 5.9491, -0.5171)  0.092
H (2.2116, -0.7387, -2.0310)  0.075
H (-0.9453, 6.1752, -1.3915)  0.087
H (0.1455, -5.5771, -2.3634)  0.110
H (-1.7013, -6.8173, -1.1669)  0.094
H (-3.2855, -5.4637, 0.2664)  0.109
H (3.2140, 0.7088, -1.6855)  0.085
H (1.3142, 3.1697, 0.2930)  0.107
H (0.2385, -4.1097, 2.6019)  0.099
H (3.7589, -2.2485, 0.9793)  0.114
H (-0.7063, 2.7475, 0.7291)  0.127
H (3.4023, -0.5762, 3.3812)  0.092
H (-0.9715, 6.2565, 0.3855)  0.085
H (-3.1942, 3.3388, -4.2878)  0.098

***

Computed, not measured: a cluster of 2 separate species, C29H25N5O6 in total, with ωB97M-V with the def2-TZVPD basis set.

Results
**Maximum force**: 0.0841 hartree/bohr
**HOMO energy**: -0.3034 Eh
**DFT total energy**: -1844.868721 Ha
**Net charge**: 0
**SMILES**: O=[N+]([O-])c1cc([N+](=O)[O-])c2no[n+]([O-])c2c1.c1ccc(C(c2ccccc2)(c2ccccc2)[C@H]2CCCN2)cc1
**LUMO level**: -2.790 eV
**HOMO-LUMO gap**: 5.5 eV

Each line ends with the Löwdin charge.
CARTESIAN COORDINATES (ANGSTROEM)
O (-0.9310, -0.0912, -1.8451)  -0.033
O (-1.5488, -0.4442, -3.9230)  0.114
O (-2.3035, 5.6384, -1.6354)  0.072
O (-2.5165, 5.4249, -5.8871)  0.093
O (-1.2855, 4.6305, 0.1106)  0.087
O (-2.7463, 3.3629, -6.5884)  0.058
N (-2.3982, 4.1992, -5.7219)  -0.306
N (1.5829, -0.2813, -0.6936)  -0.037
N (-2.3935, 5.5229, -3.0098)  0.161
N (-1.4429, 4.6856, -1.0989)  -0.132
N (-1.1873, 0.3173, -3.0183)  -0.246
C (-1.0324, 3.8676, -2.1654)  -0.062
C (-1.4437, 1.6980, 3.1624)  -0.066
C (-1.6284, 4.4455, -3.3124)  -0.139
C (-2.0950, -2.2979, -1.1661)  -0.083
C (-1.6558, -3.5898, -1.4145)  -0.087
C (1.4396, -2.7926, 5.2806)  -0.092
C (0.0764, -2.8032, 3.2758)  -0.037
C (-0.5329, -4.0730, -0.7380)  -0.068
C (0.0164, 2.7380, 1.5564)  -0.095
C (3.5307, -1.6270, -0.8060)  -0.152
C (2.2174, -1.7692, 4.7329)  -0.072
C (0.5018, -1.0813, 1.4025)  -0.249
C (0.8342, -1.7551, 2.7390)  -0.166
C (-0.9635, 2.8510, 2.5414)  -0.092
C (-1.4729, -1.5036, -0.1777)  -0.055
C (0.3712, -3.3110, 4.5476)  -0.073
C (-0.6450, 2.5177, -2.1269)  0.170
C (-1.0869, 0.4322, 2.6863)  -0.017
C (0.0324, -3.3218, 0.2979)  -0.057
C (1.8018, -0.8019, 0.6344)  -0.311
C (0.3855, 1.4694, 1.1009)  -0.057
C (-1.0798, 1.7251, -3.2187)  -0.096
C (-0.1016, 0.3048, 1.6961)  -0.153
C (-1.8172, 3.6441, -4.5057)  -0.046
C (-1.6011, 2.2732, -4.4106)  0.114
C (1.8839, -1.2161, 3.4954)  -0.029
C (-0.3626, -1.9935, 0.5130)  -0.150
C (2.8315, -1.9388, 0.5150)  -0.117
C (2.4575, -0.9359, -1.6565)  -0.192
H (0.5137, 3.5989, 1.1187)  0.097
H (0.6168, -0.1470, -1.0174)  0.068
H (-0.1763, 2.1155, -1.2333)  0.109
H (-0.2520, -4.1110, 4.9431)  0.102
H (0.7835, -3.7953, 0.9386)  0.111
H (3.4812, -1.9587, 1.3982)  0.117
H (2.3529, 0.0068, 1.1472)  0.131
H (1.6648, -3.1852, 6.2714)  0.100
H (-0.7626, -3.2260, 2.7167)  0.118
H (-1.3500, 3.8315, 2.8120)  0.102
H (1.0859, 1.4364, 0.2626)  0.093
H (-0.0793, -5.0323, -1.0036)  0.105
H (3.0793, -1.3668, 5.2684)  0.104
H (2.8638, -0.1784, -2.3300)  0.102
H (2.4387, -0.3462, 3.1239)  0.124
H (-1.8376, 1.6025, -5.2227)  0.136
H (-2.1813, -4.2100, -2.1486)  0.106
H (-2.9026, -1.8715, -1.7543)  0.103
H (-1.5417, -0.4706, 3.1010)  0.124
H (4.3697, -0.9466, -0.6184)  0.111
H (1.8947, -1.6608, -2.2762)  0.117
H (-2.1111, 1.7727, 4.0214)  0.104
H (3.9243, -2.5255, -1.2891)  0.108
H (2.3291, -2.9061, 0.4722)  0.090
H (-1.8950, -0.5463, 0.1300)  0.118

***

Computed, not measured: a cluster of 5 separate species, C29H25N7O3 in total, with ωB97M-V with the def2-TZVPD basis set.

Results
**Maximum force**: 0.2208 hartree/bohr
**HOMO energy**: -0.3413 Eh
**DFT total energy**: -1728.565286 Ha
**Net charge**: 0
**SMILES**: Nc1ccc2c(c1)C(=O)N(N=C=O)C2=O.c1ccncc1.c1ccncc1.c1ccncc1.c1ccncc1
**LUMO level**: -1.806 eV
**HOMO-LUMO gap**: 7.5 eV

Each line ends with the Löwdin charge.
CARTESIAN COORDINATES (ANGSTROEM)
O (-0.4195, -2.2302, -4.9997)  0.013
O (0.0816, 1.4936, -1.9843)  0.000
O (1.2051, -2.6174, -0.4248)  0.026
N (0.4932, -0.7847, -3.1145)  -0.115
N (1.7249, -1.2844, -2.7226)  0.076
N (-4.3294, -1.3852, 1.3782)  -0.006
N (-3.8670, 2.0798, 4.6592)  0.049
N (4.4347, 3.8866, -4.2330)  0.047
N (5.7668, -5.6732, -2.4872)  0.052
N (-0.5397, 0.8731, 2.6247)  0.057
C (-2.7657, -3.0546, -2.3144)  0.027
C (-3.6872, -2.8565, -0.9361)  0.006
C (3.2849, -4.9076, -3.5252)  -0.080
C (4.8714, -6.5827, -2.9295)  -0.152
C (5.4028, -4.3749, -2.5717)  -0.148
C (-5.9548, 1.7795, 5.8332)  -0.077
C (4.2884, 5.2187, -4.0619)  -0.161
C (3.6317, -6.2528, -3.4530)  -0.077
C (-5.0877, 3.9912, 5.4862)  -0.076
C (-2.3595, -0.4258, -0.2035)  0.090
C (0.6486, 0.3955, 2.1941)  -0.147
C (2.2254, 4.9625, -2.8970)  -0.078
C (-1.4519, -0.6445, -1.5522)  -0.009
C (-0.5705, 1.3799, 3.8763)  -0.144
C (1.7407, 0.9307, 4.2433)  -0.081
C (-6.0763, 3.1557, 5.9953)  -0.080
C (-4.8418, 1.2939, 5.1659)  -0.145
C (-4.0133, 3.4119, 4.8304)  -0.145
C (0.5316, 1.4320, 4.7145)  -0.074
C (3.2140, 5.7980, -3.4061)  -0.086
C (-0.2035, 0.1984, -2.2002)  -0.180
C (4.1850, -3.9472, -3.0758)  -0.089
C (1.6276, -2.0888, -1.6068)  0.019
C (1.8040, 0.4004, 2.9591)  -0.074
C (2.3469, 3.5863, -3.0591)  -0.070
C (3.4599, 3.1007, -3.7264)  -0.148
C (-3.5161, -1.5842, 0.0969)  -0.184
C (-1.6237, -1.9098, -2.5837)  -0.021
C (-0.4905, -1.7337, -3.7623)  -0.195
H (1.5934, 2.9083, -2.6744)  0.063
H (-2.8793, -3.9516, -3.0567)  0.101
H (3.9444, -2.8910, -3.1175)  0.081
H (-6.9341, 3.5734, 6.5142)  0.105
H (-4.6997, 0.2271, 5.0172)  0.101
H (-2.1467, 0.4919, 0.4908)  0.098
H (0.4496, 1.8523, 5.7104)  0.101
H (0.6476, -0.0046, 1.1844)  0.086
H (5.1869, -7.6192, -2.8487)  0.101
H (-6.7083, 1.1015, 6.2179)  0.101
H (5.0841, 5.8287, -4.4797)  0.097
H (6.1404, -3.6636, -2.2115)  0.102
H (-1.5375, 1.7552, 4.1995)  0.067
H (3.6020, 2.0339, -3.8751)  0.100
H (3.1492, 6.8745, -3.2954)  0.097
H (-5.1525, 5.0677, 5.5969)  0.102
H (2.9526, -7.0254, -3.7954)  0.101
H (-3.2176, 4.0219, 4.4126)  0.104
H (-5.3166, -1.6873, 1.2236)  0.073
H (-4.5071, -3.6617, -0.6924)  0.089
H (-3.8673, -1.9860, 2.1247)  0.097
H (2.6261, 0.9530, 4.8720)  0.104
H (2.7307, 0.0010, 2.5630)  0.102
H (1.3676, 5.3802, -2.3780)  0.104
H (2.3210, -4.6104, -3.9282)  0.102

***

Q: What is the formula in the first record?
A: C29H25N4O7RuSe2Te2

***

Q: The lowest DFT total energy belongs to which entry?
A: C29H25N4O7RuSe2Te2